Record 1
Formula: C17H31Cl3O2OsP2
Source: OMol25
Level of theory: wB97M-V/def2-TZVPD

Calculated values
Orbital gap (alpha / beta)   4.2 / 6.0 eV
HOMO level (alpha / beta)   -12.9464 / -14.7752 eV

Structure (ORCA input):
```
! RIJCOSX wB97M-V def2-TZVPD def2/J DEFGRID3
* xyz 2 5
P 0.41 -1.84 -4.16
P 0.34 0.65 -5.02
C 0.41 -1.56 -6.26
C 1.10 -0.26 -6.46
H -0.65 -1.49 -6.56
H 0.98 -2.38 -6.74
H 2.19 -0.36 -6.32
H 0.90 0.29 -7.41
C -0.36 2.05 -6.13
H -0.73 2.82 -5.45
H -1.16 1.77 -6.86
H 0.45 2.48 -6.74
C 1.81 1.74 -4.79
H 2.10 2.12 -5.78
H 2.63 1.17 -4.35
H 1.56 2.61 -4.16
C -1.00 -2.96 -4.50
H -1.05 -3.78 -3.78
H -0.86 -3.38 -5.50
H -1.94 -2.40 -4.48
C 1.84 -2.94 -4.14
H 2.75 -2.39 -3.88
H 1.86 -3.24 -5.20
H 1.75 -3.81 -3.50
Os 1.16 -1.23 -2.23
C -1.18 3.21 -2.97
C -2.39 2.64 -2.94
C -3.30 2.65 -4.13
C -3.93 1.25 -4.34
C -2.80 0.34 -4.91
C -1.90 0.40 -5.87
C -0.02 1.08 -2.27
C -0.02 2.64 -2.13
C 2.36 -2.28 -0.88
H -0.92 4.08 -3.65
H -2.77 2.14 -2.02
H -2.73 2.89 -5.02
H -4.04 3.44 -3.97
H -4.28 0.77 -3.40
H -4.83 1.29 -5.00
H -2.77 -0.58 -4.29
H -0.72 0.82 -3.11
H 1.05 0.65 -2.36
H -0.50 0.59 -1.44
H -0.15 2.85 -1.06
H 0.90 3.18 -2.38
H 3.13 -1.56 -0.60
H 2.85 -3.20 -1.24
H 1.81 -2.53 0.06
Cl -1.64 1.67 1.35
C -0.52 0.43 1.46
Cl -0.87 -0.90 2.39
Cl -0.61 -2.67 -1.52
C 0.81 0.55 0.64
O 1.41 1.58 0.98
O 1.10 -0.34 -0.22
*
```

These are the Löwdin partial charges, in e, on atoms 1 to 5:
1. P 0.5795
2. P 0.8580
3. C -0.3069
4. C -0.3774
5. H 0.0626

Record 2
Formula: C7H12N2
Source: OMol25
Level of theory: wB97M-V/def2-TZVPD

Calculated values
Orbital gap   8.9 eV
HOMO level   -8.1580 eV

Structure (ORCA input):
```
! RIJCOSX wB97M-V def2-TZVPD def2/J DEFGRID3
* xyz 0 1
C -0.23 0.54 -2.40
C -0.53 1.26 -1.16
C -0.20 1.05 0.15
C -0.69 1.60 1.35
C 0.37 -0.28 0.56
C -0.68 -1.40 0.49
C 1.77 -0.76 0.20
H 0.33 -0.44 -2.27
H 0.31 1.13 -3.14
H -1.21 0.13 -2.97
H -0.87 2.34 -1.19
H -1.34 2.51 1.46
H -0.15 -1.07 2.40
H -0.57 -2.45 0.86
H -1.13 -1.43 -0.66
H -1.48 -1.01 1.21
H 2.50 -0.12 1.19
H 1.69 -2.00 0.67
H 2.14 -0.42 -1.06
N -0.40 0.94 2.33
N 0.38 -0.11 1.99
*
```

These are the Löwdin partial charges, in e, on atoms 1 to 5:
1. C -0.1330
2. C -0.1148
3. C -0.2001
4. C -0.1673
5. C -0.6605

Record 3
Formula: C36H36N5O2S6SbW
Source: OMol25
Level of theory: wB97M-V/def2-TZVPD

Calculated values
Orbital gap (alpha / beta)   5.9 / 6.2 eV
HOMO level (alpha / beta)   -5.8793 / -6.1231 eV

Structure (ORCA input):
```
! RIJCOSX wB97M-V def2-TZVPD def2/J DEFGRID3
* xyz 0 3
W 0.69 -0.33 -0.68
C -2.44 6.29 -0.78
C -2.06 4.83 -0.77
C -3.01 3.83 -0.95
C -2.63 2.51 -1.00
C -1.29 2.09 -0.88
N -1.01 0.74 -1.11
C -1.68 0.25 -2.27
C -1.83 1.03 -3.42
C -2.56 0.60 -4.51
C -3.16 -0.66 -4.52
C -3.89 -1.17 -5.73
C -2.96 -1.47 -3.42
C -2.23 -1.02 -2.33
N -1.96 -1.94 -1.27
C -2.70 -2.97 -0.85
C -1.96 -3.67 0.07
C -0.75 -2.99 0.14
N -0.75 -1.95 -0.68
C -0.36 3.08 -0.56
C -0.76 4.43 -0.55
N 1.00 2.81 -0.16
C 1.88 3.74 0.26
C 2.95 3.09 0.83
C 2.64 1.74 0.71
N 1.47 1.57 0.10
H -3.11 6.50 -1.61
H -1.57 6.93 -0.87
H -2.97 6.56 0.14
H -4.06 4.09 -1.08
H -3.37 1.74 -1.17
H -1.35 2.00 -3.44
H -2.63 1.24 -5.38
H -4.10 -0.37 -6.43
H -4.84 -1.64 -5.45
H -3.29 -1.92 -6.24
H -3.32 -2.49 -3.43
H -3.70 -3.12 -1.23
H -2.25 -4.56 0.61
H 0.13 -3.22 0.72
H -0.03 5.20 -0.37
H 1.70 4.79 0.16
H 3.83 3.53 1.25
H 3.21 0.89 1.04
O 2.13 -0.96 0.83
S 3.07 -2.19 0.91
C 3.68 -1.82 2.63
C 2.64 -1.10 3.49
C 1.26 -1.75 3.54
C 0.24 -0.81 4.18
S -0.60 0.25 2.91
O -0.41 -0.36 1.56
C -2.28 -0.16 3.33
C -3.01 -0.97 2.49
C -4.31 -1.33 2.85
C -4.84 -0.88 4.05
C -4.10 -0.05 4.88
C -2.81 0.32 4.53
C 4.60 -1.80 0.08
C 4.69 -0.70 -0.75
C 5.92 -0.42 -1.34
C 7.01 -1.26 -1.13
C 6.87 -2.39 -0.34
C 5.66 -2.67 0.27
H 4.59 -1.24 2.55
H 3.92 -2.80 3.05
H 2.53 -0.08 3.11
H 3.03 -1.02 4.51
H 1.29 -2.69 4.10
H 0.92 -1.98 2.53
H 0.72 -0.09 4.84
H -0.54 -1.33 4.73
H -2.57 -1.31 1.55
H -4.89 -1.96 2.20
H -5.85 -1.17 4.34
H -4.53 0.32 5.81
H -2.23 0.98 5.16
H 3.82 -0.11 -0.99
H 6.00 0.44 -2.00
H 7.95 -1.04 -1.61
H 7.71 -3.06 -0.21
H 5.55 -3.56 0.88
S -0.09 -2.47 -4.59
Sb 1.73 -1.13 -4.61
S 1.84 -2.48 -1.52
S 1.51 0.52 -2.72
S 3.26 -2.32 -2.99
*
```

These are the Löwdin partial charges, in e, on atoms 1 to 5:
1. W 1.1451
2. C -0.0508
3. C -0.2783
4. C -0.0366
5. C -0.0174

Please write out number 1 again, unchanged.
Formula: C17H31Cl3O2OsP2
Source: OMol25
Level of theory: wB97M-V/def2-TZVPD

Calculated values
Orbital gap (alpha / beta)   4.2 / 6.0 eV
HOMO level (alpha / beta)   -12.9464 / -14.7752 eV

Structure (ORCA input):
```
! RIJCOSX wB97M-V def2-TZVPD def2/J DEFGRID3
* xyz 2 5
P 0.41 -1.84 -4.16
P 0.34 0.65 -5.02
C 0.41 -1.56 -6.26
C 1.10 -0.26 -6.46
H -0.65 -1.49 -6.56
H 0.98 -2.38 -6.74
H 2.19 -0.36 -6.32
H 0.90 0.29 -7.41
C -0.36 2.05 -6.13
H -0.73 2.82 -5.45
H -1.16 1.77 -6.86
H 0.45 2.48 -6.74
C 1.81 1.74 -4.79
H 2.10 2.12 -5.78
H 2.63 1.17 -4.35
H 1.56 2.61 -4.16
C -1.00 -2.96 -4.50
H -1.05 -3.78 -3.78
H -0.86 -3.38 -5.50
H -1.94 -2.40 -4.48
C 1.84 -2.94 -4.14
H 2.75 -2.39 -3.88
H 1.86 -3.24 -5.20
H 1.75 -3.81 -3.50
Os 1.16 -1.23 -2.23
C -1.18 3.21 -2.97
C -2.39 2.64 -2.94
C -3.30 2.65 -4.13
C -3.93 1.25 -4.34
C -2.80 0.34 -4.91
C -1.90 0.40 -5.87
C -0.02 1.08 -2.27
C -0.02 2.64 -2.13
C 2.36 -2.28 -0.88
H -0.92 4.08 -3.65
H -2.77 2.14 -2.02
H -2.73 2.89 -5.02
H -4.04 3.44 -3.97
H -4.28 0.77 -3.40
H -4.83 1.29 -5.00
H -2.77 -0.58 -4.29
H -0.72 0.82 -3.11
H 1.05 0.65 -2.36
H -0.50 0.59 -1.44
H -0.15 2.85 -1.06
H 0.90 3.18 -2.38
H 3.13 -1.56 -0.60
H 2.85 -3.20 -1.24
H 1.81 -2.53 0.06
Cl -1.64 1.67 1.35
C -0.52 0.43 1.46
Cl -0.87 -0.90 2.39
Cl -0.61 -2.67 -1.52
C 0.81 0.55 0.64
O 1.41 1.58 0.98
O 1.10 -0.34 -0.22
*
```

These are the Löwdin partial charges, in e, on atoms 1 to 5:
1. P 0.5795
2. P 0.8580
3. C -0.3069
4. C -0.3774
5. H 0.0626

Copy entry 1 word for word.
Formula: C17H31Cl3O2OsP2
Source: OMol25
Level of theory: wB97M-V/def2-TZVPD

Calculated values
Orbital gap (alpha / beta)   4.2 / 6.0 eV
HOMO level (alpha / beta)   -12.9464 / -14.7752 eV

Structure (ORCA input):
```
! RIJCOSX wB97M-V def2-TZVPD def2/J DEFGRID3
* xyz 2 5
P 0.41 -1.84 -4.16
P 0.34 0.65 -5.02
C 0.41 -1.56 -6.26
C 1.10 -0.26 -6.46
H -0.65 -1.49 -6.56
H 0.98 -2.38 -6.74
H 2.19 -0.36 -6.32
H 0.90 0.29 -7.41
C -0.36 2.05 -6.13
H -0.73 2.82 -5.45
H -1.16 1.77 -6.86
H 0.45 2.48 -6.74
C 1.81 1.74 -4.79
H 2.10 2.12 -5.78
H 2.63 1.17 -4.35
H 1.56 2.61 -4.16
C -1.00 -2.96 -4.50
H -1.05 -3.78 -3.78
H -0.86 -3.38 -5.50
H -1.94 -2.40 -4.48
C 1.84 -2.94 -4.14
H 2.75 -2.39 -3.88
H 1.86 -3.24 -5.20
H 1.75 -3.81 -3.50
Os 1.16 -1.23 -2.23
C -1.18 3.21 -2.97
C -2.39 2.64 -2.94
C -3.30 2.65 -4.13
C -3.93 1.25 -4.34
C -2.80 0.34 -4.91
C -1.90 0.40 -5.87
C -0.02 1.08 -2.27
C -0.02 2.64 -2.13
C 2.36 -2.28 -0.88
H -0.92 4.08 -3.65
H -2.77 2.14 -2.02
H -2.73 2.89 -5.02
H -4.04 3.44 -3.97
H -4.28 0.77 -3.40
H -4.83 1.29 -5.00
H -2.77 -0.58 -4.29
H -0.72 0.82 -3.11
H 1.05 0.65 -2.36
H -0.50 0.59 -1.44
H -0.15 2.85 -1.06
H 0.90 3.18 -2.38
H 3.13 -1.56 -0.60
H 2.85 -3.20 -1.24
H 1.81 -2.53 0.06
Cl -1.64 1.67 1.35
C -0.52 0.43 1.46
Cl -0.87 -0.90 2.39
Cl -0.61 -2.67 -1.52
C 0.81 0.55 0.64
O 1.41 1.58 0.98
O 1.10 -0.34 -0.22
*
```

These are the Löwdin partial charges, in e, on atoms 1 to 5:
1. P 0.5795
2. P 0.8580
3. C -0.3069
4. C -0.3774
5. H 0.0626